(1)
C30H30N7O9V as an isolated structure. Source: the OMol25 dataset; level of theory: ωB97M-V/def2-TZVPD.

The largest force on an atom comes out at 0.99 eV Å⁻¹. As for the charge: +1. For the frontier orbital gap (spin up / spin down), the calculation gives 6.0 / 7.2 eV. The value obtained for the LUMO energy (spin up / spin down) is -3.75 / -3.75 eV. The multiplicity is 4.

Cartesian coordinates (Å):
V1 -1.141 -0.892 0.003
C1 -3.315 5.292 -1.247
C2 -2.680 3.937 -1.391
C3 -1.398 3.769 -1.830
C4 -0.839 2.477 -2.006
C5 0.453 2.190 -2.483
N1 1.555 2.888 -2.351
C6 1.814 3.959 -1.375
C7 1.756 3.461 0.068
C8 2.833 2.449 0.462
N2 2.498 1.088 0.045
C9 3.290 0.281 -0.601
C10 2.962 -1.020 -1.059
C11 3.894 -1.745 -1.835
C12 3.580 -2.961 -2.387
C13 4.562 -3.755 -3.203
C14 2.276 -3.446 -2.179
C15 1.313 -2.781 -1.443
C16 -0.008 -3.389 -1.299
N3 -1.063 -2.826 -0.854
C17 -2.237 -3.687 -0.625
C18 -3.584 -3.047 -0.942
C19 -4.009 -1.896 -0.028
N4 -3.193 -0.724 -0.318
C20 -3.713 0.365 -0.724
C21 -2.915 1.506 -1.168
C22 -3.420 2.776 -1.064
C23 -1.588 1.309 -1.670
O1 -1.044 0.151 -1.754
C24 1.665 -1.559 -0.804
O2 0.883 -0.926 -0.019
H1 -2.637 6.082 -1.567
H2 -3.591 5.485 -0.209
H3 -4.223 5.367 -1.847
H4 -0.831 4.643 -2.125
H5 0.576 1.237 -2.990
H6 2.369 2.510 -2.813
H7 1.108 4.771 -1.519
H8 2.802 4.356 -1.610
H9 0.769 3.046 0.290
H10 1.875 4.337 0.710
H11 2.938 2.447 1.548
H12 3.806 2.709 0.038
H13 1.573 0.706 0.297
H14 4.278 0.670 -0.841
H15 4.883 -1.325 -1.991
H16 5.554 -3.307 -3.171
H17 4.253 -3.810 -4.248
H18 4.646 -4.777 -2.831
H19 2.009 -4.401 -2.623
H20 -0.067 -4.436 -1.607
H21 -2.200 -3.963 0.432
H22 -2.129 -4.600 -1.217
H23 -4.330 -3.839 -0.844
H24 -3.613 -2.713 -1.983
H25 -3.852 -2.168 1.018
H26 -5.068 -1.669 -0.177
H27 -4.800 0.470 -0.755
H28 -4.428 2.901 -0.681
O3 1.579 -0.202 6.975
N5 1.069 0.498 6.126
O4 1.033 1.715 6.151
C25 0.456 -0.166 4.971
C26 -0.207 0.609 4.028
C27 -0.729 -0.028 2.935
C28 -0.644 -1.429 2.726
O5 -1.224 -1.936 1.686
C29 0.051 -2.152 3.718
C30 0.582 -1.531 4.835
N6 0.275 -3.597 3.583
O6 0.134 -4.101 2.484
O7 0.572 -4.210 4.587
N7 -1.417 0.699 1.900
O8 -0.695 1.001 0.816
O9 -2.492 1.292 2.135
H29 -0.306 1.677 4.162
H30 1.103 -2.113 5.580

(2)
A 2-piece molecular cluster, C4H13NOS overall at a distorted geometry. Source: the OMol25 dataset; level of theory: ωB97M-V/def2-TZVPD.

The largest force on an atom comes out at 1.61 eV Å⁻¹. As for the charge: -1. For the frontier orbital gap (spin up / spin down), the calculation gives 2.2 / 8.5 eV. The value obtained for the LUMO energy (spin up / spin down) is 3.04 / 2.97 eV. The multiplicity is 2. For the relative energy (zero: lowest compared OMol25 entry of this formula, charge and spin), the calculation gives 11.38 kcal per mole.

Cartesian coordinates (Å):
C1 0.573 0.797 -1.941
C2 0.405 0.831 -0.413
C3 -0.193 -0.423 0.196
S1 1.056 -1.781 0.269
C4 1.724 -1.532 1.981
N1 -0.640 1.026 -2.714
H1 1.255 1.608 -2.199
H2 1.106 -0.123 -2.204
H3 1.436 0.931 -0.059
H4 -0.082 1.743 -0.065
H5 -0.611 -0.228 1.190
H6 -1.009 -0.916 -0.301
H7 1.609 -0.468 2.154
H8 2.789 -1.744 1.942
H9 1.206 -2.221 2.633
H10 -1.262 1.685 -2.264
H11 -1.133 0.175 -2.938
H12 -3.905 1.745 1.305
H13 -2.478 2.135 1.228
O1 -3.226 2.170 1.863

(3)
An isolated molecule of C2HClFN at a distorted geometry. Source: the OMol25 dataset; level of theory: ωB97M-V/def2-TZVPD.

The largest force on an atom comes out at 14.44 eV Å⁻¹. Its SMILES is N#C[C@H](F)Cl. For the frontier orbital gap, the calculation gives 12.4 eV. The value obtained for the LUMO energy is 0.45 eV. The multiplicity is 1. For the relative energy (zero: lowest compared OMol25 entry of this formula, charge and spin), the calculation gives 38.95 kcal per mole.

Cartesian coordinates (Å):
N1 -1.905 -0.793 -0.370
C1 -0.711 -0.489 -0.195
C2 0.437 0.154 0.163
F1 0.083 1.387 -0.391
Cl1 1.923 -0.467 -0.317
H1 0.173 0.208 1.110

(4)
C24H21F12NO3Pt as an isolated structure. Source: the OMol25 dataset; level of theory: ωB97M-V/def2-TZVPD.

The largest force on an atom comes out at 0.50 eV Å⁻¹. As for the charge: -2. For the frontier orbital gap, the calculation gives 5.5 eV. The value obtained for the LUMO energy is 4.70 eV. The multiplicity is 1. For the relative energy (zero: lowest compared OMol25 entry of this formula, charge and spin), the calculation gives 9.52 kcal per mole.

Cartesian coordinates (Å):
Pt1 -0.168 0.474 0.380
C1 4.783 -3.662 3.548
C2 3.988 -2.622 2.802
C3 4.548 -1.412 2.399
C4 3.797 -0.495 1.700
C5 2.447 -0.711 1.342
N1 1.838 0.231 0.537
C6 2.535 0.605 -0.602
C7 3.409 -0.318 -1.226
C8 4.140 -0.021 -2.353
C9 4.032 1.227 -2.957
C10 4.805 1.581 -4.202
C11 3.132 2.119 -2.397
C12 2.365 1.844 -1.264
C13 1.321 2.858 -0.764
O1 0.154 2.364 -0.298
C14 1.998 3.708 0.367
F1 1.215 4.717 0.799
F2 3.168 4.287 -0.023
F3 2.288 2.956 1.431
C15 0.885 3.857 -1.893
F4 1.834 4.752 -2.295
F5 0.498 3.196 -2.997
F6 -0.154 4.607 -1.509
C16 1.850 -1.897 1.832
C17 2.648 -2.821 2.507
C18 0.362 -2.231 1.571
O2 -0.473 -1.179 1.481
C19 -0.246 -3.037 2.778
F7 0.112 -4.354 2.840
F8 -1.580 -3.042 2.751
F9 0.120 -2.497 3.954
C20 0.293 -3.131 0.297
F10 -0.960 -3.537 0.030
F11 1.046 -4.263 0.382
F12 0.740 -2.472 -0.777
H1 5.829 -3.361 3.636
H2 4.757 -4.629 3.039
H3 4.398 -3.820 4.560
H4 5.584 -1.185 2.636
H5 4.245 0.442 1.391
H6 3.497 -1.303 -0.788
H7 4.791 -0.778 -2.780
H8 5.646 0.899 -4.345
H9 5.203 2.597 -4.149
H10 4.179 1.525 -5.098
H11 3.033 3.080 -2.879
H12 2.204 -3.755 2.824
C21 -4.436 1.008 -0.180
C22 -3.012 0.918 -0.752
C23 -2.639 2.275 -1.358
C24 -2.991 -0.140 -1.874
O3 -2.201 0.511 0.290
H13 -5.179 1.217 -0.959
H14 -4.473 1.802 0.570
H15 -4.683 0.064 0.310
H16 -3.368 2.572 -2.123
H17 -1.650 2.226 -1.804
H18 -2.604 3.037 -0.577
H19 -3.621 0.138 -2.728
H20 -3.329 -1.100 -1.474
H21 -1.960 -0.262 -2.215

(5)
A 2-piece molecular cluster, C3H9NO3 overall at a distorted geometry. Source: the OMol25 dataset; level of theory: ωB97M-V/def2-TZVPD.

The largest force on an atom comes out at 1.36 eV Å⁻¹. As for the charge: +1. For the frontier orbital gap (spin up / spin down), the calculation gives 10.4 / 5.6 eV. The value obtained for the LUMO energy (spin up / spin down) is -4.15 / -8.93 eV. The multiplicity is 2. For the relative energy (zero: lowest compared OMol25 entry of this formula, charge and spin), the calculation gives 7.30 kcal per mole.

Cartesian coordinates (Å):
C1 0.473 -0.050 0.351
C2 1.673 -0.971 0.618
O1 2.531 -0.443 1.597
C3 -0.575 -0.691 -0.538
N1 -1.601 0.020 -0.934
O2 -0.395 -1.877 -0.914
H1 0.769 0.919 -0.039
H2 -0.028 0.173 1.289
H3 1.278 -1.905 1.059
H4 2.199 -1.205 -0.316
H5 2.565 0.521 1.548
H6 -2.469 -0.393 -1.239
H7 -1.610 1.025 -0.736
H8 -1.361 3.842 -0.206
H9 -2.694 3.287 -0.005
O3 -1.810 2.988 -0.274

(6)
An isolated molecule of C3H5NO2 at a distorted geometry. Source: the OMol25 dataset; level of theory: ωB97M-V/def2-TZVPD.

The largest force on an atom comes out at 3.54 eV Å⁻¹. Its SMILES is O[C@H]1CN=CO1. For the frontier orbital gap, the calculation gives 11.1 eV. The value obtained for the LUMO energy is 0.86 eV. The multiplicity is 1. For the relative energy (zero: lowest compared OMol25 entry of this formula, charge and spin), the calculation gives 52.36 kcal per mole.

Cartesian coordinates (Å):
O1 0.727 -1.604 0.917
C1 0.808 -0.561 0.015
C2 -0.698 -0.207 -0.723
N1 -1.061 1.070 -0.143
C3 -0.068 1.455 0.545
O2 1.052 0.693 0.648
H1 -0.267 -1.429 0.775
H2 1.580 -0.758 -0.723
H3 -1.538 -0.931 -0.605
H4 -0.517 -0.119 -1.799
H5 -0.020 2.391 1.093

(7)
An isolated molecule of C22H24N2O2 at a distorted geometry. Source: the OMol25 dataset; level of theory: ωB97M-V/def2-TZVPD.

The largest force on an atom comes out at 4.49 eV Å⁻¹. Its SMILES is CC(=O)N1CCC[C@]1(Cc1ccccc1)C1=N[C@H](c2ccccc2)CO1. For the frontier orbital gap, the calculation gives 9.5 eV. The value obtained for the LUMO energy is 0.65 eV. The multiplicity is 1. For the relative energy (zero: lowest compared OMol25 entry of this formula, charge and spin), the calculation gives 112.86 kcal per mole.

Cartesian coordinates (Å):
C1 2.521 -0.018 -3.686
C2 1.492 0.367 -2.517
O1 0.272 0.435 -2.787
N1 2.064 0.766 -1.292
C3 3.525 0.955 -1.112
C4 3.638 1.573 0.301
C5 2.362 1.194 0.959
C6 1.333 0.799 -0.065
C7 0.150 1.941 -0.166
C8 -0.556 2.456 0.981
C9 -1.752 2.006 1.424
C10 -2.348 2.545 2.589
C11 -1.772 3.513 3.365
C12 -0.519 3.916 2.848
C13 0.020 3.423 1.692
C14 0.667 -0.552 0.313
N2 0.530 -1.557 -0.476
C15 -0.191 -2.653 0.196
C16 -1.570 -2.974 -0.304
C17 -2.177 -4.299 -0.196
C18 -3.351 -4.617 -0.821
C19 -4.004 -3.606 -1.474
C20 -3.575 -2.337 -1.530
C21 -2.265 -2.027 -1.103
C22 -0.318 -2.054 1.674
O2 0.091 -0.718 1.633
H1 3.019 -0.992 -3.496
H2 2.037 -0.188 -4.686
H3 3.096 0.832 -3.760
H4 4.027 1.627 -1.862
H5 4.023 -0.074 -1.028
H6 3.689 2.563 0.023
H7 4.512 1.116 0.864
H8 1.908 1.936 1.601
H9 2.556 0.317 1.593
H10 -0.674 1.445 -0.697
H11 0.628 2.673 -0.697
H12 -2.232 1.149 0.810
H13 -3.248 2.100 2.902
H14 -2.130 4.075 4.258
H15 -0.028 4.740 3.428
H16 0.975 3.693 1.372
H17 0.437 -3.508 0.307
H18 -1.540 -5.151 0.197
H19 -3.562 -5.680 -0.851
H20 -5.019 -3.751 -1.802
H21 -4.044 -1.455 -1.993
H22 -1.716 -1.197 -1.351
H23 -1.284 -2.237 2.056
H24 0.303 -2.509 2.366

(8)
C25H20Cl2N5PdS2 as an isolated structure at a distorted geometry. Source: the OMol25 dataset; level of theory: ωB97M-V/def2-TZVPD.

The largest force on an atom comes out at 1.85 eV Å⁻¹. As for the charge: +3. For the frontier orbital gap (spin up / spin down), the calculation gives 7.6 / 4.6 eV. The value obtained for the LUMO energy (spin up / spin down) is -9.02 / -12.35 eV. The multiplicity is 5. For the relative energy (zero: lowest compared OMol25 entry of this formula, charge and spin), the calculation gives 35.70 kcal per mole.

Cartesian coordinates (Å):
Pd1 0.056 -0.062 -0.006
C1 4.551 -1.073 -0.008
C2 5.156 0.166 0.039
C3 4.346 1.288 0.009
C4 2.966 1.165 -0.058
N1 2.374 -0.050 -0.098
C5 3.173 -1.126 -0.074
C6 2.101 2.371 -0.078
C7 2.655 3.648 -0.059
C8 1.842 4.764 -0.055
C9 0.471 4.575 -0.084
C10 -0.008 3.283 -0.119
N2 0.769 2.191 -0.109
H1 5.124 -1.989 0.006
H2 6.231 0.264 0.101
H3 4.813 2.258 0.041
H4 2.720 -2.102 -0.109
H5 3.722 3.790 -0.046
H6 2.270 5.757 -0.031
H7 -0.215 5.410 -0.086
H8 -1.075 3.150 -0.165
Cl1 -2.346 -1.708 -0.102
C11 -2.081 -3.407 -0.054
C12 -3.101 -4.305 -0.029
C13 -2.781 -5.677 -0.020
C14 -1.469 -6.118 -0.018
C15 -0.427 -5.211 -0.042
Cl2 1.179 -5.754 -0.018
C16 -0.709 -3.808 -0.087
S1 0.539 -2.679 -0.238
H9 -4.133 -3.982 -0.035
H10 -3.587 -6.399 -0.017
H11 -1.246 -7.177 -0.002
C17 -0.765 0.565 5.284
N3 -1.624 1.103 4.220
C18 -2.697 1.885 4.412
C19 -3.240 2.159 3.183
N4 -2.490 1.534 2.231
C20 -1.468 0.863 2.881
S2 -0.237 -0.155 2.368
C21 -2.748 1.679 0.817
C22 -3.765 2.519 0.385
C23 -3.952 2.695 -0.975
C24 -3.142 2.014 -1.869
C25 -2.178 1.177 -1.350
N5 -1.973 1.022 -0.031
H12 -1.156 0.884 6.245
H13 0.252 0.933 5.165
H14 -0.753 -0.522 5.239
H15 -3.027 2.198 5.391
H16 -4.109 2.749 2.961
H17 -4.413 3.040 1.071
H18 -4.722 3.367 -1.331
H19 -3.264 2.126 -2.937
H20 -1.547 0.600 -2.018

(9)
C15H19NOPdS as an isolated structure at a distorted geometry. Source: the OMol25 dataset; level of theory: ωB97M-V/def2-TZVPD.

The largest force on an atom comes out at 1.48 eV Å⁻¹. As for the charge: -1. For the frontier orbital gap (spin up / spin down), the calculation gives 5.3 / 5.5 eV. The value obtained for the LUMO energy (spin up / spin down) is 3.17 / 3.17 eV. The multiplicity is 2.

Cartesian coordinates (Å):
Pd1 0.041 -0.116 0.274
C1 1.262 2.205 0.452
C2 2.168 1.122 0.443
C3 1.855 0.281 1.555
C4 0.744 0.859 2.249
C5 0.387 2.050 1.568
C6 -0.668 3.041 1.954
C7 0.194 0.335 3.549
C8 2.663 -0.893 2.042
C9 3.320 0.899 -0.495
C10 1.191 3.356 -0.511
H1 -1.300 3.292 1.097
H2 -0.220 3.973 2.320
H3 -1.316 2.648 2.738
H4 0.972 0.307 4.321
H5 -0.195 -0.680 3.437
H6 -0.618 0.965 3.916
H7 3.698 -0.818 1.699
H8 2.255 -1.843 1.684
H9 2.670 -0.927 3.135
H10 4.281 1.127 -0.016
H11 3.232 1.528 -1.381
H12 3.352 -0.142 -0.823
H13 1.270 4.316 0.012
H14 0.239 3.358 -1.052
H15 1.993 3.309 -1.249
O1 -2.157 -0.176 -0.041
N1 -2.469 -1.182 0.762
C11 -3.675 -1.110 1.377
C12 -4.152 -2.130 2.149
C13 -3.425 -3.316 2.259
C14 -2.241 -3.415 1.549
C15 -1.746 -2.364 0.785
S1 -0.242 -2.481 -0.077
H16 -4.186 -0.174 1.213
H17 -5.102 -2.009 2.654
H18 -3.769 -4.127 2.885
H19 -1.664 -4.328 1.578

(10)
A 2-piece molecular cluster, C2H8O3 overall at a distorted geometry. Source: the OMol25 dataset; level of theory: ωB97M-V/def2-TZVPD.

The largest force on an atom comes out at 1.62 eV Å⁻¹. Its SMILES is OCCO.O. For the frontier orbital gap, the calculation gives 10.6 eV. The value obtained for the LUMO energy is 0.63 eV. The multiplicity is 1. For the relative energy (zero: lowest compared OMol25 entry of this formula, charge and spin), the calculation gives 15.30 kcal per mole.

Cartesian coordinates (Å):
O1 1.391 0.005 1.649
C1 0.416 0.168 0.624
C2 -0.824 0.912 1.173
O2 -0.304 1.937 1.998
H1 1.415 -0.896 2.035
H2 0.938 0.900 -0.021
H3 0.170 -0.714 0.001
H4 -1.381 1.347 0.321
H5 -1.488 0.178 1.669
H6 0.421 1.481 2.475
O3 -0.533 -1.631 -3.727
H7 -0.554 -1.654 -4.710
H8 0.333 -2.033 -3.488

(11)
An isolated molecule of C6H7NO2S at a distorted geometry. Source: the OMol25 dataset; level of theory: ωB97M-V/def2-TZVPD.

The largest force on an atom comes out at 5.67 eV Å⁻¹. Its SMILES is C=C(C#N)/C=C\S(C)(=O)=O. For the frontier orbital gap, the calculation gives 9.3 eV. The value obtained for the LUMO energy is -0.78 eV. The multiplicity is 1. For the relative energy (zero: lowest compared OMol25 entry of this formula, charge and spin), the calculation gives 86.05 kcal per mole.

Cartesian coordinates (Å):
C1 -1.753 1.258 -2.152
C2 -0.757 0.920 -1.329
C3 0.334 0.079 -1.779
N1 1.351 -0.506 -1.904
C4 -0.595 1.439 -0.003
C5 -0.211 0.719 1.039
S1 -0.050 -1.105 1.261
C6 1.744 -1.466 1.226
O1 -0.772 -1.644 0.152
O2 -0.402 -1.444 2.621
H1 -1.710 0.955 -3.201
H2 -2.460 1.857 -1.625
H3 -1.041 2.403 0.149
H4 0.211 1.258 1.856
H5 2.100 -0.720 1.781
H6 2.079 -1.430 0.209
H7 1.933 -2.574 1.699

Look up the multiplicity of the second one. 2